Record 1
{"formula": "C18H36F2O14P2", "method": "ωB97M-V/def2-TZVPD", "symbols": ["C", "C", "O", "C", "O", "O", "F", "H", "H", "H", "C", "C", "O", "C", "O", "O", "F", "H", "H", "H", "C", "C", "O", "P", "O", "O", "C", "C", "O", "C", "C", "H", "H", "H", "H", "H", "H", "H", "H", "H", "H", "H", "H", "H", "H", "H", "C", "C", "O", "P", "O", "O", "C", "C", "O", "C", "C", "H", "H", "H", "H", "H", "H", "H", "H", "H", "H", "H", "H", "H", "H", "H"], "coordinates": [[2.988, -0.940, 0.777], [1.902, -0.733, 1.783], [1.964, -1.958, 2.438], [2.249, -2.879, 1.543], [1.962, -4.076, 1.622], [2.943, -2.338, 0.586], [0.785, -0.294, 1.218], [3.949, -0.624, 1.182], [2.888, -0.478, -0.205], [2.193, -0.025, 2.558], [6.323, -0.429, -1.698], [5.855, -0.813, -3.163], [4.554, -1.391, -2.925], [4.227, -1.374, -1.627], [3.142, -1.755, -1.280], [5.349, -1.073, -0.889], [6.609, -1.796, -3.596], [6.077, 0.618, -1.520], [7.387, -0.667, -1.698], [5.832, -0.070, -3.960], [1.836, 1.419, 0.397], [0.889, 2.567, 0.367], [-0.248, 2.097, 1.104], [-1.577, 3.065, 1.176], [-1.344, 4.374, 1.844], [-2.082, 3.066, -0.408], [-3.328, 3.494, -0.924], [-4.113, 2.461, -1.575], [-2.703, 2.084, 1.830], [-2.956, 2.154, 3.249], [-4.253, 2.969, 3.420], [1.270, 0.604, -0.054], [2.614, 1.693, -0.316], [2.224, 1.074, 1.355], [1.274, 3.500, 0.781], [0.704, 2.754, -0.691], [-3.897, 3.964, -0.122], [-3.135, 4.149, -1.774], [-4.305, 1.560, -0.993], [-5.084, 2.794, -1.942], [-3.638, 2.095, -2.486], [-3.198, 1.219, 3.754], [-2.097, 2.557, 3.786], [-4.097, 3.546, 4.331], [-4.482, 3.745, 2.689], [-5.124, 2.316, 3.462], [1.811, -0.648, -1.725], [0.902, -1.534, -0.945], [-0.418, -1.108, -0.946], [-1.570, -2.053, -0.240], [-1.123, -3.466, 0.057], [-2.061, -1.192, 1.002], [-1.301, -1.064, 2.127], [-1.985, -1.315, 3.460], [-2.781, -2.016, -1.388], [-2.283, -2.450, -2.592], [-3.450, -2.644, -3.533], [2.733, -1.212, -1.867], [1.458, -0.595, -2.755], [2.132, 0.279, -1.250], [0.867, -2.523, -1.402], [1.367, -1.732, 0.021], [-0.491, -1.793, 2.119], [-1.008, -0.019, 2.235], [-2.797, -0.588, 3.446], [-2.200, -2.363, 3.670], [-1.276, -0.881, 4.165], [-1.626, -1.713, -3.054], [-1.934, -3.481, -2.644], [-4.209, -3.205, -2.988], [-3.891, -1.730, -3.931], [-3.190, -3.180, -4.446]], "energy_ev": -71915.80551, "e_above_lowest_kj_mol": 1705.6, "fmax_ha_per_bohr": 0.3793}

***

Record 2
{"formula": "C18H36N2O10P2S", "method": "ωB97M-V/def2-TZVPD", "symbols": ["C", "O", "P", "O", "O", "C", "O", "C", "H", "H", "H", "H", "H", "H", "H", "H", "H", "C", "O", "P", "O", "O", "C", "O", "C", "H", "H", "H", "H", "H", "H", "H", "H", "H", "O", "S", "O", "C", "C", "C", "C", "H", "H", "H", "H", "H", "H", "H", "H", "C", "C", "C", "N", "C", "H", "H", "H", "H", "H", "C", "C", "C", "N", "C", "H", "H", "H", "H", "H"], "coordinates": [[4.853, 2.091, 12.819], [5.478, 2.879, 11.836], [6.587, 2.242, 10.829], [6.929, 0.791, 10.987], [5.931, 2.630, 9.392], [4.891, 3.653, 9.191], [7.883, 3.251, 10.945], [8.946, 3.112, 9.993], [5.340, 1.119, 12.905], [3.877, 1.767, 12.456], [4.913, 2.636, 13.761], [5.269, 4.485, 8.597], [4.343, 3.857, 10.110], [4.077, 3.232, 8.600], [9.167, 2.076, 9.737], [9.864, 3.559, 10.372], [8.846, 3.721, 9.095], [21.186, 5.611, -0.036], [21.750, 4.357, -0.232], [22.000, 3.333, 1.027], [23.163, 3.769, 1.783], [20.555, 3.276, 1.726], [19.400, 3.153, 0.955], [22.119, 1.897, 0.440], [23.295, 1.374, -0.079], [20.640, 5.695, -0.976], [21.815, 6.484, -0.208], [20.475, 5.681, 0.787], [18.557, 3.841, 0.890], [19.209, 2.080, 0.961], [19.716, 3.296, -0.078], [24.058, 1.973, 0.418], [23.374, 1.478, -1.162], [23.495, 0.345, 0.218], [15.527, -0.894, 3.825], [15.565, -1.558, 5.147], [15.387, -3.018, 5.221], [16.987, -0.870, 6.197], [16.356, -0.319, 7.520], [14.922, -0.810, 7.681], [14.388, -0.644, 6.196], [17.329, 0.011, 5.655], [17.580, -1.785, 6.186], [16.847, -0.567, 8.461], [16.246, 0.761, 7.428], [14.419, -0.216, 8.444], [14.866, -1.865, 7.948], [14.386, 0.375, 5.809], [13.390, -1.075, 6.116], [22.930, -1.772, 5.193], [22.939, -2.587, 6.311], [22.347, -3.733, 5.937], [22.005, -3.624, 4.685], [22.448, -2.424, 4.215], [23.143, -0.716, 5.110], [23.243, -2.471, 7.341], [22.122, -4.601, 6.539], [21.401, -4.238, 4.157], [22.105, -2.096, 3.244], [19.018, -4.724, -1.476], [17.611, -4.497, -1.460], [17.098, -4.865, -0.329], [18.063, -5.293, 0.459], [19.201, -5.322, -0.279], [19.770, -4.566, -2.234], [16.957, -4.242, -2.281], [16.061, -4.859, -0.027], [17.995, -5.783, 1.340], [20.070, -5.650, 0.272]], "energy_ev": -72117.46863, "smiles": "COP(=O)(OC)OC.COP(=O)(OC)OC.O=S1(=O)CCCC1.c1cc[nH]c1.c1cc[nH]c1", "e_above_lowest_kj_mol": 72.6, "fmax_ha_per_bohr": 0.1262}

***

Record 3
{"formula": "C18H36N5O2P3Pt", "method": "ωB97M-V/def2-TZVPD", "symbols": ["P", "C", "H", "H", "H", "C", "H", "H", "H", "C", "H", "H", "H", "P", "C", "H", "H", "H", "C", "H", "H", "H", "C", "H", "H", "H", "P", "C", "H", "H", "H", "C", "H", "H", "H", "C", "H", "H", "H", "Pt", "C", "O", "C", "O", "C", "C", "C", "C", "C", "C", "H", "H", "H", "H", "H", "H", "N", "N", "N", "C", "N", "N", "H", "H", "H"], "coordinates": [[-1.385, 1.080, -2.127], [-2.031, 2.808, -2.119], [-2.649, 2.968, -3.013], [-1.204, 3.532, -2.138], [-2.653, 2.999, -1.235], [-0.309, 1.199, -3.611], [-0.087, 0.205, -4.010], [0.627, 1.712, -3.350], [-0.838, 1.768, -4.388], [-2.843, 0.212, -2.828], [-3.109, 0.697, -3.776], [-3.693, 0.297, -2.141], [-2.624, -0.847, -3.011], [-1.767, -1.898, 1.707], [-2.871, -1.108, 2.912], [-3.320, -1.859, 3.574], [-3.681, -0.586, 2.390], [-2.323, -0.387, 3.531], [-2.804, -2.934, 0.646], [-2.178, -3.582, 0.029], [-3.428, -2.302, 0.003], [-3.442, -3.574, 1.269], [-0.651, -3.006, 2.611], [-1.240, -3.789, 3.102], [-0.106, -2.446, 3.377], [0.064, -3.468, 1.923], [2.515, 0.089, 0.985], [3.014, 1.315, 2.270], [4.104, 1.458, 2.254], [2.725, 0.950, 3.264], [2.533, 2.286, 2.092], [3.591, -1.305, 1.513], [4.572, -0.901, 1.797], [3.741, -2.016, 0.694], [3.152, -1.822, 2.376], [3.525, 0.761, -0.401], [4.582, 0.658, -0.119], [3.298, 1.822, -0.564], [3.349, 0.198, -1.323], [-0.467, -0.250, 0.563], [-2.008, 0.868, 0.486], [-2.989, 1.451, 0.740], [0.009, 0.443, 2.270], [0.103, 0.649, 3.415], [1.497, -3.047, -0.585], [2.057, -2.164, -1.510], [1.285, -1.655, -2.555], [-0.041, -2.068, -2.701], [-0.604, -2.956, -1.785], [0.176, -3.464, -0.743], [2.108, -3.448, 0.221], [3.104, -1.871, -1.420], [1.726, -0.982, -3.288], [-0.653, -1.702, -3.526], [-1.631, -3.283, -1.923], [-0.234, -4.196, -0.047], [-0.424, 5.327, 1.936], [0.035, 4.266, 1.183], [0.752, 4.446, 0.037], [0.896, 3.168, -0.345], [0.315, 2.300, 0.482], [-0.268, 3.006, 1.467], [-0.584, 4.975, 2.888], [0.250, 6.090, 1.824], [1.436, 2.911, -1.249]], "energy_ev": -61859.49875, "e_above_lowest_kj_mol": 74.6, "charge": 4, "multiplicity": 5, "fmax_ha_per_bohr": 0.1487}

***

Record 4
{"formula": "C18H36NO6S", "method": "ωB97M-V/def2-TZVPD", "symbols": ["C", "C", "O", "C", "C", "C", "C", "C", "C", "C", "O", "S", "O", "O", "O", "H", "H", "H", "H", "H", "H", "H", "H", "H", "H", "H", "H", "H", "H", "H", "H", "H", "H", "C", "C", "C", "C", "C", "C", "N", "O", "C", "C", "C", "H", "H", "H", "H", "H", "H", "H", "H", "H", "H", "H", "H", "H", "H", "H", "H", "H", "H"], "coordinates": [[4.659, -4.565, -0.511], [4.721, -3.066, -0.044], [4.200, -2.265, -1.105], [4.428, -0.895, -0.917], [3.322, 0.095, -1.415], [1.981, -0.598, -1.793], [0.946, -0.699, -0.634], [0.019, -1.930, -0.994], [1.555, -1.005, 0.754], [5.716, -0.657, -1.805], [6.511, 0.413, -1.245], [6.425, 0.059, 0.379], [6.623, 1.177, 1.301], [7.469, -0.980, 0.547], [4.866, -0.490, 0.397], [5.683, -4.939, -0.665], [4.155, -5.173, 0.256], [4.119, -4.628, -1.470], [5.793, -2.841, 0.107], [4.154, -2.955, 0.892], [3.206, 0.944, -0.725], [3.724, 0.531, -2.349], [1.512, 0.019, -2.586], [2.168, -1.583, -2.250], [0.302, 0.198, -0.588], [-0.665, -1.676, -1.820], [-0.544, -2.237, -0.102], [0.667, -2.783, -1.295], [0.737, -1.001, 1.500], [2.283, -0.249, 1.108], [2.023, -2.009, 0.818], [5.551, -0.391, -2.857], [6.398, -1.532, -1.819], [-3.874, 2.338, -1.544], [-3.250, 2.331, -0.135], [-4.026, 3.305, 0.770], [-5.423, 2.840, 1.174], [-5.560, 1.316, 1.218], [-4.234, 0.557, 1.401], [-3.332, 0.939, 0.328], [-2.100, 0.281, 0.392], [-4.561, -0.934, 1.248], [-3.695, 0.785, 2.825], [-1.832, 2.899, -0.258], [-3.316, 1.681, -2.214], [-3.866, 3.347, -1.985], [-4.909, 1.993, -1.530], [-3.446, 3.483, 1.681], [-4.103, 4.287, 0.285], [-5.665, 3.264, 2.154], [-6.169, 3.247, 0.483], [-6.269, 1.042, 2.007], [-6.026, 0.983, 0.285], [-4.900, -1.153, 0.232], [-5.360, -1.230, 1.939], [-3.694, -1.561, 1.459], [-4.430, 0.457, 3.571], [-3.472, 1.834, 3.031], [-2.783, 0.212, 2.998], [-1.867, 3.919, -0.656], [-1.216, 2.310, -0.938], [-1.333, 2.939, 0.713]], "energy_ev": -43857.13322, "charge": -1, "fmax_ha_per_bohr": 0.0694}

***

Record 5
{"formula": "C18H37N2O4", "method": "ωB97M-V/def2-TZVPD", "symbols": ["C", "N", "C", "C", "C", "O", "C", "O", "C", "C", "C", "C", "C", "C", "C", "C", "C", "O", "O", "C", "C", "N", "C", "C", "H", "H", "H", "H", "H", "H", "H", "H", "H", "H", "H", "H", "H", "H", "H", "H", "H", "H", "H", "H", "H", "H", "H", "H", "H", "H", "H", "H", "H", "H", "H", "H", "H", "H", "H", "H", "H"], "coordinates": [[4.432, 0.066, 0.951], [3.992, -0.639, -0.243], [4.761, -1.863, -0.409], [4.067, 0.209, -1.433], [2.731, 0.882, -1.763], [2.407, 1.949, -0.873], [1.587, 1.701, 0.135], [1.120, 0.606, 0.369], [1.286, 2.941, 0.935], [-0.036, 3.571, 0.463], [-1.201, 2.589, 0.554], [-2.550, 3.231, 0.219], [-3.523, 2.217, -0.385], [-3.813, 1.046, 0.553], [-4.632, -0.066, -0.102], [-3.923, -0.761, -1.283], [-2.614, -1.353, -0.871], [-1.566, -0.754, -0.756], [-2.715, -2.661, -0.608], [-1.526, -3.396, -0.335], [-0.904, -3.069, 1.026], [0.089, -1.968, 0.983], [0.270, -1.370, 2.312], [1.384, -2.409, 0.445], [5.499, 0.327, 0.912], [3.861, 0.983, 1.075], [4.265, -0.568, 1.821], [4.664, -2.467, 0.492], [4.365, -2.428, -1.251], [5.828, -1.673, -0.581], [4.321, -0.411, -2.295], [4.840, 0.982, -1.332], [1.923, 0.144, -1.739], [2.793, 1.339, -2.752], [2.098, 3.655, 0.808], [1.197, 2.665, 1.987], [-0.239, 4.443, 1.086], [0.077, 3.913, -0.567], [-1.228, 2.174, 1.564], [-1.023, 1.765, -0.139], [-2.398, 4.030, -0.509], [-2.984, 3.680, 1.113], [-3.079, 1.844, -1.309], [-4.459, 2.716, -0.640], [-2.871, 0.633, 0.913], [-4.365, 1.414, 1.420], [-5.567, 0.347, -0.482], [-4.882, -0.820, 0.647], [-3.739, -0.033, -2.073], [-4.564, -1.557, -1.661], [-1.850, -4.438, -0.353], [-0.811, -3.227, -1.147], [-0.410, -3.958, 1.425], [-1.713, -2.793, 1.707], [-0.286, -1.224, 0.335], [0.660, -2.112, 3.007], [0.967, -0.541, 2.224], [-0.677, -0.988, 2.687], [2.044, -1.547, 0.312], [1.253, -2.891, -0.520], [1.846, -3.116, 1.132]], "energy_ev": -30431.71396, "smiles": "CN(C)CCOC(=O)CCCCCCCCC(=O)OCC[NH+](C)C", "e_above_lowest_kj_mol": 0.0, "charge": 1, "fmax_ha_per_bohr": 0.0163}

***

Record 6
{"formula": "C18H38B3N3O4S2Yb", "method": "ωB97M-V/def2-TZVPD", "symbols": ["C", "C", "C", "C", "N", "C", "C", "C", "C", "B", "O", "B", "C", "C", "O", "C", "N", "O", "B", "N", "C", "C", "C", "O", "C", "S", "S", "C", "C", "C", "H", "H", "H", "H", "H", "H", "H", "H", "H", "H", "H", "H", "H", "H", "H", "H", "H", "H", "H", "H", "H", "H", "H", "H", "H", "H", "H", "H", "H", "H", "H", "H", "H", "H", "H", "H", "H", "H", "Yb"], "coordinates": [[3.110, 0.833, 3.129], [2.231, -0.409, 2.652], [2.469, -0.581, 1.125], [1.527, -1.605, 0.393], [0.969, -2.698, 1.147], [-0.195, -2.457, 1.965], [-1.408, -1.776, 1.187], [-1.743, -0.357, 1.764], [-0.857, 0.817, 1.204], [-1.098, 1.181, -0.342], [-1.301, 2.535, -0.700], [-2.637, 2.579, -1.241], [-3.675, 3.587, -0.564], [-3.014, 4.739, 0.285], [-3.331, 4.588, 1.678], [-3.550, 6.127, -0.274], [-3.272, 7.189, 0.706], [-2.919, 1.684, -2.302], [-2.341, 0.395, -2.085], [-3.006, -0.828, -2.558], [-2.351, -1.382, -3.528], [-1.017, -2.161, -3.401], [-2.949, -1.279, -4.964], [-1.082, 0.231, -1.386], [1.787, -3.788, 1.459], [1.220, -5.309, 1.857], [3.641, -3.660, 1.412], [4.008, -4.370, -0.273], [4.553, -3.306, -1.287], [5.750, -2.448, -0.751], [2.379, 1.629, 3.548], [3.796, 0.587, 3.966], [3.616, 1.319, 2.255], [1.173, -0.090, 2.836], [2.445, -1.293, 3.280], [2.349, 0.412, 0.619], [3.537, -0.884, 0.987], [2.138, -2.044, -0.432], [0.762, -0.993, -0.143], [-0.629, -3.382, 2.404], [-0.038, -1.786, 2.857], [-2.323, -2.400, 1.299], [-1.144, -1.792, 0.110], [-1.558, -0.395, 2.868], [-2.830, -0.176, 1.645], [-1.117, 1.731, 1.809], [0.245, 0.666, 1.340], [-4.300, 2.977, 0.138], [-4.315, 4.056, -1.347], [-1.905, 4.793, 0.200], [-3.127, 3.685, 1.930], [-2.927, 6.312, -1.183], [-4.621, 6.055, -0.548], [-3.932, 7.123, 1.481], [-2.371, 6.980, 1.134], [-1.241, -3.244, -3.311], [-0.451, -2.037, -4.357], [-0.360, -1.809, -2.582], [-2.443, -0.477, -5.537], [-4.049, -1.192, -4.940], [-2.717, -2.245, -5.481], [3.052, -4.752, -0.707], [4.662, -5.266, -0.200], [3.758, -2.651, -1.705], [4.947, -3.890, -2.156], [5.892, -1.577, -1.424], [5.580, -2.042, 0.272], [6.647, -3.107, -0.739], [1.905, 3.128, 3.509]], "energy_ev": -87155.96654, "charge": 2, "fmax_ha_per_bohr": 0.1397}